Record 1
C30H50BrF3N3NbO20P | ωB97M-V/def2-TZVPD

The calculation puts the LUMO energy at 1.4 eV. For the HOMO energy, the calculation gives -3.58 eV. As for the total charge: -1. The energy comes out at -166370.743 eV.

Cartesian coordinates (Å):
1 C 6.278 -3.731 0.184
2 C 6.634 -2.927 -1.078
3 P 6.677 -1.077 -0.903
4 C 7.522 -0.782 0.717
5 Nb 4.249 -0.123 -0.927
6 N 4.638 0.623 0.964
7 Br 5.252 2.089 -1.979
8 C 2.266 0.927 -0.848
9 C 1.250 0.336 0.151
10 C 0.505 -0.900 -0.377
11 C -0.875 -0.584 -0.971
12 C -1.877 -1.759 -0.837
13 N -2.409 -2.304 -2.086
14 C 4.065 -0.992 -2.998
15 C 2.741 -0.771 -3.737
16 C 2.814 -1.222 -5.166
17 F 1.825 -0.730 -5.983
18 C 3.795 -1.971 -5.746
19 F 3.945 -3.281 -5.601
20 F 4.756 -1.515 -6.542
21 O 3.476 -1.860 -0.057
22 N 3.493 -1.764 1.313
23 O 3.613 -2.804 1.860
24 H 6.814 -4.685 0.152
25 H 6.580 -3.240 1.105
26 H 5.220 -3.975 0.201
27 H 7.629 -3.243 -1.402
28 H 5.951 -3.183 -1.886
29 H 7.828 0.260 0.790
30 H 6.935 -1.095 1.580
31 H 8.450 -1.362 0.723
32 H 3.975 1.385 1.108
33 H 5.545 1.069 1.076
34 H 2.496 1.921 -0.448
35 H 1.790 1.111 -1.816
36 H 1.702 0.173 1.129
37 H 0.496 1.117 0.308
38 H 1.093 -1.355 -1.176
39 H 0.401 -1.639 0.419
40 H -1.318 0.294 -0.496
41 H -0.794 -0.376 -2.040
42 H -2.699 -1.449 -0.195
43 H -1.387 -2.588 -0.323
44 H -2.988 -1.624 -2.559
45 H -1.644 -2.575 -2.688
46 H 4.237 -2.075 -2.932
47 H 4.872 -0.586 -3.612
48 H 1.895 -1.240 -3.228
49 H 2.537 0.300 -3.849
50 C -5.693 0.413 2.256
51 C -4.551 1.144 1.579
52 O -4.164 0.211 0.558
53 C -5.217 -0.583 0.289
54 O -5.266 -1.349 -0.619
55 O -6.208 -0.398 1.194
56 H -6.460 1.080 2.638
57 H -5.352 -0.240 3.062
58 H -4.870 2.073 1.109
59 H -3.718 1.353 2.237
60 C 4.276 5.068 4.131
61 C 5.322 4.099 3.621
62 O 4.516 3.058 3.056
63 C 3.312 3.573 2.736
64 O 2.477 3.020 2.100
65 O 3.180 4.829 3.245
66 H 4.592 6.105 4.080
67 H 3.959 4.841 5.152
68 H 5.944 4.531 2.837
69 H 5.961 3.706 4.400
70 C -7.050 -2.551 -3.093
71 C -6.211 -3.543 -3.871
72 O -7.189 -4.529 -4.247
73 C -8.401 -3.943 -4.243
74 O -9.395 -4.448 -4.670
75 O -8.348 -2.715 -3.696
76 H -6.706 -1.527 -3.194
77 H -7.117 -2.798 -2.035
78 H -5.783 -3.113 -4.777
79 H -5.417 -3.988 -3.280
80 C 8.709 5.334 7.998
81 C 7.254 5.736 8.147
82 O 6.894 6.067 6.803
83 C 7.736 5.414 5.965
84 O 7.594 5.345 4.789
85 O 8.753 4.849 6.654
86 H 9.015 4.558 8.694
87 H 9.389 6.183 8.088
88 H 6.626 4.911 8.486
89 H 7.106 6.589 8.803
90 C -11.300 -4.309 -8.430
91 C -10.647 -3.374 -7.433
92 O -9.860 -2.530 -8.287
93 C -10.404 -2.547 -9.523
94 O -10.090 -1.827 -10.414
95 O -11.363 -3.502 -9.612
96 H -12.295 -4.628 -8.132
97 H -10.690 -5.189 -8.637
98 H -11.373 -2.758 -6.902
99 H -10.026 -3.890 -6.709
100 C -3.502 2.231 6.508
101 C -4.844 1.600 6.192
102 O -5.267 2.347 5.045
103 C -4.162 2.861 4.445
104 O -4.156 3.381 3.379
105 O -3.073 2.687 5.223
106 H -2.783 1.531 6.924
107 H -3.590 3.091 7.174
108 H -4.755 0.549 5.914
109 H -5.568 1.695 6.997

Forces on atoms 1 to 6 (eV/Å):
C 0.1 -0.5 -0.5
C 0.4 -0.1 0.7
P -0.2 0.3 -0.3
C 0.4 -0.6 -0.2
Nb -0.7 -0.2 0.9
N 0.6 0.7 -1.7

=====

Record 2
C7H21N4 | ωB97M-V/def2-TZVPD

Its energy above the lowest of the compared OMol25 structures with the same formula, charge and spin is 181.7 kJ/mol. The calculation puts the LUMO energy at -2.6 eV. For the HOMO energy, the calculation gives -12.27 eV. As for the total charge: +1. The energy comes out at -13552.029 eV.

Cartesian coordinates (Å):
1 C 0.608 -2.480 0.261
2 C 2.806 -1.288 -0.476
3 C -1.580 2.203 0.596
4 C -2.747 0.073 0.922
5 C 1.693 1.103 0.578
6 C 1.314 -1.211 -0.249
7 C -1.303 0.401 -1.076
8 N -1.663 -0.777 -1.371
9 N -0.462 1.287 -1.642
10 N -1.711 0.834 0.234
11 N 0.963 -0.073 0.790
12 H -0.478 -2.346 0.366
13 H 1.126 -2.860 1.198
14 H 0.729 -3.306 -0.419
15 H 2.879 -0.523 -1.279
16 H 3.236 -1.242 0.550
17 H 3.006 -2.335 -0.899
18 H -2.312 2.747 -0.152
19 H -1.977 2.448 1.587
20 H -0.587 2.486 0.500
21 H -3.764 0.315 0.390
22 H -2.456 -1.035 0.756
23 H -2.714 0.218 2.011
24 H 2.823 1.147 0.900
25 H 1.561 1.360 -0.427
26 H 1.381 1.738 1.355
27 H 0.789 -0.891 -1.126
28 H -1.440 -1.102 -2.314
29 H -0.383 1.352 -2.675
30 H -0.357 2.237 -1.251
31 H 1.124 -0.408 1.723
32 H -0.106 -0.072 0.639

Forces on atoms 1 to 6 (eV/Å):
C 1.0 0.0 1.1
C -1.3 -1.6 -0.4
C -3.9 1.1 -1.6
C -0.6 -1.8 -1.7
C 3.2 1.6 1.7
C -1.1 -1.0 1.4

=====

Record 3
C2H6O | ωB97M-V/def2-TZVPD

Its energy above the lowest of the compared OMol25 structures with the same formula, charge and spin is 52.1 kJ/mol. The calculation puts the LUMO energy at 1.0 eV. For the HOMO energy, the calculation gives -10.35 eV. Its SMILES is CCO. The energy comes out at -4217.928 eV.

Cartesian coordinates (Å):
1 C -0.874 -0.270 -0.082
2 C 0.378 0.506 -0.027
3 H -1.789 0.278 -0.305
4 H -1.026 -0.819 0.857
5 H -0.874 -0.855 -0.916
6 H 0.584 1.110 -0.950
7 H 0.479 1.073 0.931
8 H 1.645 -0.679 0.702
9 O 1.478 -0.345 -0.210

Forces on atoms 1 to 6 (eV/Å):
C -1.6 1.2 1.8
C 0.9 1.7 -1.3
H 0.0 0.8 0.6
H 0.0 -0.2 -0.4
H 0.5 -2.4 -2.0
H -1.2 0.5 1.1

=====

Record 4
C19H19BrClMgNSi | ωB97M-V/def2-TZVPD

Its energy above the lowest of the compared OMol25 structures with the same formula, charge and spin is 20.2 kJ/mol. The calculation puts the LUMO energy at -0.3 eV. For the HOMO energy, the calculation gives -7.49 eV. The energy comes out at -117389.060 eV.

Cartesian coordinates (Å):
1 Mg -0.018 -0.886 -1.499
2 C 4.522 1.955 -3.464
3 C 3.039 1.956 -3.220
4 C 2.234 3.053 -3.509
5 C 0.873 3.009 -3.262
6 C 0.360 1.845 -2.726
7 Br -1.480 1.669 -2.337
8 N 1.099 0.784 -2.441
9 C 2.410 0.844 -2.682
10 H 4.850 2.901 -3.891
11 H 4.802 1.156 -4.151
12 H 5.067 1.795 -2.533
13 H 2.676 3.948 -3.929
14 H 0.226 3.847 -3.473
15 H 2.979 -0.043 -2.425
16 C -0.500 -4.336 3.707
17 C 0.414 -3.369 4.099
18 C 0.606 -2.236 3.319
19 C -0.103 -2.046 2.131
20 C -1.011 -3.038 1.750
21 C -1.216 -4.168 2.529
22 Si 0.118 -0.502 1.059
23 C -1.249 0.725 1.548
24 C -1.009 1.829 2.369
25 C -2.025 2.716 2.703
26 C -3.312 2.510 2.227
27 C -3.575 1.416 1.413
28 C -2.552 0.542 1.074
29 H -0.652 -5.220 4.314
30 H 0.976 -3.497 5.017
31 H 1.318 -1.484 3.641
32 H -1.568 -2.928 0.823
33 H -1.928 -4.921 2.215
34 H 1.371 0.139 1.580
35 H -0.010 1.997 2.755
36 H -1.814 3.565 3.341
37 H -4.106 3.198 2.489
38 H -4.579 1.247 1.041
39 H -2.773 -0.303 0.428
40 Cl -2.384 -2.121 -2.153
41 C -0.708 -2.254 -2.951
42 H -0.883 -1.973 -3.989
43 H -0.486 -3.320 -2.938

Forces on atoms 1 to 6 (eV/Å):
Mg 0.0 -0.1 0.1
C 0.0 0.0 0.0
C 0.0 0.0 0.0
C 0.0 0.0 0.0
C 0.0 0.0 0.0
C 0.0 0.0 0.0

=====

Record 5
C17H20N2O3S | ωB97M-V/def2-TZVPD

Its energy above the lowest of the compared OMol25 structures with the same formula, charge and spin is 65.0 kJ/mol. The calculation puts the LUMO energy at 0.6 eV. For the HOMO energy, the calculation gives -8.47 eV. Its SMILES is CSCC[C@H](NC(=O)c1ccccc1)C(=O)NCc1ccco1. The energy comes out at -37912.287 eV.

Cartesian coordinates (Å):
1 C -3.225 -1.848 -1.088
2 H -4.021 -2.198 -0.436
3 H -2.758 -0.959 -0.677
4 H -3.622 -1.637 -2.075
5 S -1.996 -3.168 -1.294
6 C -1.384 -3.326 0.424
7 C 0.023 -2.771 0.606
8 C 0.128 -1.306 0.192
9 N 1.511 -0.869 0.251
10 C 1.980 0.160 -0.487
11 O 1.251 0.829 -1.205
12 C 3.437 0.430 -0.360
13 C 4.367 -0.572 -0.096
14 C 5.712 -0.261 -0.008
15 C 6.139 1.046 -0.176
16 C 5.220 2.045 -0.450
17 C 3.876 1.738 -0.549
18 H 3.146 2.500 -0.775
19 H 5.552 3.062 -0.592
20 H 7.190 1.282 -0.101
21 H 6.430 -1.043 0.189
22 H 4.051 -1.600 0.008
23 H 2.100 -1.303 0.943
24 H -0.197 -1.188 -0.850
25 C -0.753 -0.403 1.082
26 O -1.237 -0.773 2.133
27 N -0.913 0.824 0.563
28 H -0.419 1.060 -0.295
29 C -1.734 1.837 1.200
30 C -2.991 2.063 0.425
31 C -4.182 1.395 0.426
32 C -4.983 2.015 -0.563
33 C -4.219 3.007 -1.092
34 O -3.013 3.042 -0.504
35 H -4.412 3.730 -1.860
36 H -5.985 1.755 -0.837
37 H -4.451 0.575 1.059
38 H -1.974 1.469 2.201
39 H -1.171 2.772 1.265
40 H 0.725 -3.356 0.008
41 H 0.287 -2.862 1.663
42 H -1.395 -4.389 0.661
43 H -2.089 -2.806 1.069

Forces on atoms 1 to 6 (eV/Å):
C 0.4 -0.3 0.1
H -0.1 0.1 0.0
H -0.1 0.2 0.0
H -0.1 0.1 -0.1
S -0.1 -0.1 0.1
C -0.1 0.0 -0.4

=====

Record 6
C5H17N2O | ωB97M-V/def2-TZVPD

Its energy above the lowest of the compared OMol25 structures with the same formula, charge and spin is 186.9 kJ/mol. The calculation puts the LUMO energy (alpha / beta) at -6.8 / -12.7 eV. For the HOMO energy (alpha / beta), the calculation gives -19.27 / -19.26 eV. As for the spin multiplicity: 2. As for the total charge: +2. The energy comes out at -10468.874 eV.

Cartesian coordinates (Å):
1 C -1.991 0.461 0.600
2 C -1.598 -1.077 0.700
3 C -0.325 -1.522 -0.121
4 C 1.017 -1.387 0.587
5 C 2.255 -1.024 -0.473
6 N 2.138 0.346 -0.789
7 N -0.936 1.400 1.071
8 H -2.925 0.510 1.130
9 H -2.244 0.729 -0.454
10 H -2.489 -1.578 0.335
11 H -1.537 -1.374 1.750
12 H -0.628 -2.564 -0.253
13 H -0.229 -0.870 -0.961
14 H 1.283 -2.312 1.046
15 H 1.070 -0.698 1.483
16 H 3.116 -1.255 0.119
17 H 2.254 -1.689 -1.321
18 H 2.039 0.476 -1.801
19 H 2.968 0.944 -0.663
20 H -1.077 2.294 0.609
21 H -0.024 1.007 0.740
22 H -0.864 1.430 2.086
23 H 0.321 2.691 -1.922
24 H -1.104 2.395 -2.101
25 O -0.491 2.666 -1.397

Forces on atoms 1 to 6 (eV/Å):
C -0.3 -2.3 -1.3
C 0.6 2.0 0.0
C -1.2 0.4 1.7
C -0.4 0.2 1.3
C -0.7 0.6 1.2
N 2.6 -1.1 -2.4

=====

Copy entry 5 word for word.
C17H20N2O3S | ωB97M-V/def2-TZVPD

Its energy above the lowest of the compared OMol25 structures with the same formula, charge and spin is 65.0 kJ/mol. The calculation puts the LUMO energy at 0.6 eV. For the HOMO energy, the calculation gives -8.47 eV. Its SMILES is CSCC[C@H](NC(=O)c1ccccc1)C(=O)NCc1ccco1. The energy comes out at -37912.287 eV.

Cartesian coordinates (Å):
1 C -3.225 -1.848 -1.088
2 H -4.021 -2.198 -0.436
3 H -2.758 -0.959 -0.677
4 H -3.622 -1.637 -2.075
5 S -1.996 -3.168 -1.294
6 C -1.384 -3.326 0.424
7 C 0.023 -2.771 0.606
8 C 0.128 -1.306 0.192
9 N 1.511 -0.869 0.251
10 C 1.980 0.160 -0.487
11 O 1.251 0.829 -1.205
12 C 3.437 0.430 -0.360
13 C 4.367 -0.572 -0.096
14 C 5.712 -0.261 -0.008
15 C 6.139 1.046 -0.176
16 C 5.220 2.045 -0.450
17 C 3.876 1.738 -0.549
18 H 3.146 2.500 -0.775
19 H 5.552 3.062 -0.592
20 H 7.190 1.282 -0.101
21 H 6.430 -1.043 0.189
22 H 4.051 -1.600 0.008
23 H 2.100 -1.303 0.943
24 H -0.197 -1.188 -0.850
25 C -0.753 -0.403 1.082
26 O -1.237 -0.773 2.133
27 N -0.913 0.824 0.563
28 H -0.419 1.060 -0.295
29 C -1.734 1.837 1.200
30 C -2.991 2.063 0.425
31 C -4.182 1.395 0.426
32 C -4.983 2.015 -0.563
33 C -4.219 3.007 -1.092
34 O -3.013 3.042 -0.504
35 H -4.412 3.730 -1.860
36 H -5.985 1.755 -0.837
37 H -4.451 0.575 1.059
38 H -1.974 1.469 2.201
39 H -1.171 2.772 1.265
40 H 0.725 -3.356 0.008
41 H 0.287 -2.862 1.663
42 H -1.395 -4.389 0.661
43 H -2.089 -2.806 1.069

Forces on atoms 1 to 6 (eV/Å):
C 0.4 -0.3 0.1
H -0.1 0.1 0.0
H -0.1 0.2 0.0
H -0.1 0.1 -0.1
S -0.1 -0.1 0.1
C -0.1 0.0 -0.4

=====

Question: energy of number 4 (C19H19BrClMgNSi)?
Answer: -117389.060 eV

=====

What did the sixth record say?
C5H17N2O | ωB97M-V/def2-TZVPD

Its energy above the lowest of the compared OMol25 structures with the same formula, charge and spin is 186.9 kJ/mol. The calculation puts the LUMO energy (alpha / beta) at -6.8 / -12.7 eV. For the HOMO energy (alpha / beta), the calculation gives -19.27 / -19.26 eV. As for the spin multiplicity: 2. As for the total charge: +2. The energy comes out at -10468.874 eV.

Cartesian coordinates (Å):
1 C -1.991 0.461 0.600
2 C -1.598 -1.077 0.700
3 C -0.325 -1.522 -0.121
4 C 1.017 -1.387 0.587
5 C 2.255 -1.024 -0.473
6 N 2.138 0.346 -0.789
7 N -0.936 1.400 1.071
8 H -2.925 0.510 1.130
9 H -2.244 0.729 -0.454
10 H -2.489 -1.578 0.335
11 H -1.537 -1.374 1.750
12 H -0.628 -2.564 -0.253
13 H -0.229 -0.870 -0.961
14 H 1.283 -2.312 1.046
15 H 1.070 -0.698 1.483
16 H 3.116 -1.255 0.119
17 H 2.254 -1.689 -1.321
18 H 2.039 0.476 -1.801
19 H 2.968 0.944 -0.663
20 H -1.077 2.294 0.609
21 H -0.024 1.007 0.740
22 H -0.864 1.430 2.086
23 H 0.321 2.691 -1.922
24 H -1.104 2.395 -2.101
25 O -0.491 2.666 -1.397

Forces on atoms 1 to 6 (eV/Å):
C -0.3 -2.3 -1.3
C 0.6 2.0 0.0
C -1.2 0.4 1.7
C -0.4 0.2 1.3
C -0.7 0.6 1.2
N 2.6 -1.1 -2.4

=====

Question: Which of these has the lowest energy?
Answer: C30H50BrF3N3NbO20P